Record 1
# C24H28N2O4S2

A single C24H28N2O4S2 molecule (ωB97M-V/def2-TZVPD, the OMol25 dataset).

Atoms and positions in Å:
S: -1.479706 0.803082 -2.908291
S: 0.697027 -1.571268 0.455139
O: 1.299534 -0.797483 -0.606198
O: -0.527068 2.826642 1.617981
O: -0.140651 -2.673275 0.104144
O: -0.025879 3.769995 -4.520923
N: -0.134004 -0.577414 1.503956
N: 0.101468 1.747998 -0.268579
C: 1.211335 4.293766 -4.461392
C: 2.146214 3.308672 -4.394149
C: -1.497250 -0.697614 4.056894
C: 0.108713 2.423519 -4.497800
C: -3.635088 -0.731874 0.309941
C: -2.227130 -0.692145 2.747943
C: -1.116815 1.598400 -4.527475
C: -1.551374 -0.633381 1.528688
C: -4.384973 -0.779861 -0.985532
C: 4.264321 -2.159398 2.277176
C: -0.421575 2.734091 -1.180807
C: -4.310666 -0.759792 1.524221
C: 1.637008 -2.988002 2.578843
C: 1.992652 -2.139848 1.546814
C: 3.298532 -1.722405 1.386029
C: -2.250886 -0.661254 0.330249
C: -0.034375 1.866207 1.060644
C: 1.429858 2.087427 -4.415708
C: 4.974946 -3.499375 4.278253
C: 3.929656 -3.009117 3.325580
C: -1.713142 2.270704 -1.848310
C: -3.614965 -0.742548 2.717099
C: 0.519072 0.667930 1.845196
C: 2.605774 -3.420503 3.464524
H: -2.076195 -1.229290 4.809028
H: -4.823503 -1.767558 -1.124167
H: 1.832583 1.096883 -4.366243
H: 0.608471 -3.302326 2.660857
H: -1.696854 -0.643352 -0.596618
H: -2.134287 3.061991 -2.466969
H: 2.338246 -4.084961 4.272894
H: 5.845782 -2.849297 4.271819
H: 1.581837 0.545229 1.624966
H: 4.580387 -3.555480 5.290104
H: 5.295982 -4.500331 3.989600
H: 1.291099 5.362300 -4.476069
H: 0.395363 0.880274 2.910853
H: -3.720831 -0.579136 -1.821692
H: -5.390264 -0.804067 1.533244
H: -4.156708 -0.778475 3.651655
H: 3.208159 3.430859 -4.337116
H: 3.543059 -1.071088 0.561275
H: -5.195087 -0.052118 -0.987990
H: 5.288258 -1.837573 2.156900
H: -1.014890 0.759269 -5.213865
H: -2.436626 1.975636 -1.088425
H: -0.524599 -1.174104 3.952064
H: 0.340338 2.959034 -1.931063
H: 0.501238 0.896591 -0.655636
H: -1.979126 2.205628 -4.802319
H: -0.630451 3.634561 -0.594536
H: -1.346868 0.323460 4.409583

Force components x, y, z for each atom (eV/Å):
S -0.09 0.14 -0.17
S 0.39 -0.14 0.47
O 0.18 -0.13 0.27
O -0.12 0.17 0.31
O -0.13 -0.04 0.20
O -0.47 -0.03 -0.03
N 0.34 -0.65 -0.58
N 0.05 -0.13 -0.47
C 0.84 -0.01 0.11
C -0.25 0.46 0.00
C -0.03 0.05 -0.06
C 0.65 -0.60 -0.13
C 0.06 0.06 0.03
C 0.17 0.00 -0.05
C -0.21 -0.05 0.64
C -0.63 -0.24 0.02
C 0.00 -0.07 0.01
C -0.08 -0.08 0.08
C -0.15 0.31 0.01
C 0.10 0.00 0.01
C -0.05 -0.14 0.09
C -0.24 0.25 -0.44
C -0.03 0.08 -0.20
C -0.23 0.09 0.09
C 0.25 -0.24 0.08
C -0.69 0.11 -0.11
C 0.01 -0.06 -0.02
C 0.01 0.10 -0.08
C 0.26 -0.25 -0.24
C -0.01 0.03 -0.06
C 0.11 0.44 0.23
C -0.07 0.08 -0.13
H 0.02 -0.02 0.06
H -0.07 -0.05 -0.08
H 0.03 -0.26 0.02
H -0.13 -0.10 0.12
H -0.01 0.01 -0.12
H -0.10 0.06 0.05
H -0.05 -0.07 0.08
H 0.07 0.02 0.04
H 0.02 0.18 0.15
H 0.03 -0.01 0.09
H 0.07 -0.06 0.04
H -0.09 0.15 -0.01
H 0.04 -0.01 -0.16
H -0.05 0.03 -0.11
H -0.12 -0.01 0.00
H -0.04 -0.01 0.10
H 0.22 0.11 0.01
H 0.08 0.09 -0.07
H -0.05 0.04 -0.07
H 0.10 0.04 -0.01
H -0.04 0.09 -0.07
H -0.05 0.08 0.01
H 0.09 -0.02 0.08
H -0.08 0.06 0.05
H -0.03 0.21 0.10
H 0.05 -0.06 -0.14
H 0.09 -0.08 -0.12
H 0.08 0.04 0.09

Calculated values
* relative energy (zero: lowest compared OMol25 entry of this formula, charge and spin): 0.0899 eV
* highest occupied orbital energy: -8.34 eV
* molar mass: 472.632 g/mol
* SMILES: Cc1ccc(S(=O)(=O)N(CC(=O)NCCSCc2ccco2)c2cc(C)ccc2C)cc1
* LUMO level: 0.6 eV
* charge: 0
* HOMO-LUMO gap: 8.95 eV

Record 2
# C5H8Cl3F

A single C5H8Cl3F molecule at a distorted geometry (ωB97M-V/def2-TZVPD, the OMol25 dataset).

Atoms and positions in Å:
Cl: 2.644859 0.179827 -1.905959
Cl: 2.869311 0.012343 0.978423
Cl: 1.789056 2.434003 -0.180672
F: 0.596389 -1.307781 -0.753543
C: -0.295673 -0.221203 1.110074
C: -0.595549 0.695071 -1.252653
C: 0.300599 -0.009139 -0.271249
C: 1.904525 0.619710 -0.355846
C: -1.475930 -1.170370 1.019431
H: -1.610474 -1.655559 2.011342
H: -0.508947 0.857414 1.533108
H: -0.124180 1.087844 -2.212076
H: -2.283798 -0.599026 0.702069
H: -1.228114 -2.051229 0.342990
H: -1.451073 0.071267 -1.633309
H: -1.033220 1.639587 -0.988363
H: 0.502218 -0.582758 1.856234

Force components x, y, z for each atom (eV/Å):
Cl -0.25 0.33 0.45
Cl 0.10 -0.11 -0.12
Cl 0.08 -0.81 -0.22
F -0.46 0.36 -0.10
C 1.95 2.09 1.78
C -0.64 0.41 -2.90
C 2.69 -0.38 -0.68
C -2.31 0.37 0.52
C 1.96 -2.07 0.91
H -0.41 0.64 -0.57
H -0.17 -2.05 -0.79
H 0.21 -1.18 1.08
H -1.91 0.37 -0.54
H -0.48 1.37 0.58
H 0.93 0.20 0.73
H -0.22 0.24 1.31
H -1.08 0.21 -1.43

Calculated values
* relative energy (zero: lowest compared OMol25 entry of this formula, charge and spin): 0.0000 eV
* highest occupied orbital energy: -10.91 eV
* molar mass: 193.476 g/mol
* SMILES: CC[C@](C)(F)C(Cl)(Cl)Cl
* LUMO level: 0.6 eV
* charge: 0
* HOMO-LUMO gap: 11.46 eV